(1)
{
  "formula": "C24H16BiN3O5",
  "method": "ωB97M-V with the def2-TZVPD basis set",
  "fmax_ha_per_bohr": 0.0277,
  "e_homo_ev": -7.919,
  "homo_lumo_gap_ev": 7.202,
  "lumo_ev": -0.7,
  "species": ["Bi", "O", "O", "O", "O", "O", "N", "N", "N", "C", "C", "C", "C", "C", "C", "C", "C", "C", "C", "C", "C", "C", "C", "C", "C", "C", "C", "C", "C", "C", "C", "C", "C", "H", "H", "H", "H", "H", "H", "H", "H", "H", "H", "H", "H", "H", "H", "H", "H"],
  "positions_angstrom": [[-1.019120, 0.551227, -1.690898], [0.066780, 2.407127, -0.978998], [-0.481620, 0.122727, -3.998498], [1.215880, -0.311373, -5.376198], [-2.987920, -3.650073, -1.421698], [-1.203720, -1.622673, -1.039898], [1.250480, 0.123827, -1.873698], [-1.704420, -0.808173, 1.058102], [-1.372220, 0.425127, 0.597602], [3.957380, 0.460627, -2.410798], [-3.249220, -5.142973, 0.433402], [-2.749920, -3.971773, -0.131598], [-0.484220, 5.484227, 0.791502], [-2.033820, -3.080573, 0.679802], [0.725880, -0.058573, -4.295498], [1.687780, 0.131027, 0.499102], [-1.811120, -3.404173, 2.015302], [-0.023220, 4.561327, -0.113998], [3.496280, 0.491827, -1.078598], [3.896280, 0.679027, 1.293802], [-1.486220, 1.433727, 1.393702], [4.358680, 0.742027, 0.009102], [-1.603720, -1.762273, 0.172202], [-1.149920, 2.786627, 1.088402], [-1.274220, 5.086827, 1.866302], [-2.298320, -4.575673, 2.560102], [2.557680, 0.337727, 1.536102], [-3.032120, -5.440873, 1.765302], [2.115080, 0.245727, -0.832698], [-1.574820, 3.757327, 2.013302], [-0.370020, 3.195827, -0.030998], [3.069480, 0.201327, -3.414298], [1.705880, 0.086927, -3.103898], [-0.238020, 6.529127, 0.666702], [-3.438520, -4.376873, -1.869998], [0.604580, 4.863727, -0.936798], [-1.858320, 1.233827, 2.399702], [-1.255020, -2.705373, 2.618302], [5.004280, 0.634127, -2.612798], [-1.629720, 5.817427, 2.576702], [-2.163920, 3.430527, 2.857202], [3.345080, 0.129927, -4.455198], [-3.834920, -5.815273, -0.179698], [2.210680, 0.227927, 2.552902], [4.558980, 0.860927, 2.126802], [5.392180, 0.981427, -0.197098], [0.667580, -0.136673, 0.690702], [-3.436820, -6.351273, 2.181902], [-2.121720, -4.806473, 3.599802]],
  "forces_ev_per_a": [[0.032, 0.041, -0.866], [-0.325, -0.709, -0.137], [-1.094, 0.172, 0.897], [0.198, -0.063, -0.222], [-0.071, 0.022, -0.338], [0.252, 0.600, -0.521], [-0.374, -0.193, -0.289], [-0.391, -0.312, 0.971], [0.087, 0.685, -0.254], [-0.353, -0.053, -0.164], [-0.043, -0.025, -0.113], [0.089, -0.119, 0.520], [0.071, -0.070, -0.092], [-0.072, -0.324, -0.323], [0.802, -0.049, 0.076], [0.068, -0.009, 0.126], [-0.078, -0.093, -0.105], [-0.037, -0.025, 0.021], [-0.425, -0.026, 0.093], [0.192, 0.007, -0.123], [-0.122, -0.735, 0.025], [-0.039, -0.026, 0.163], [-0.036, 0.289, 0.417], [0.256, 0.543, -0.284], [-0.146, 0.066, 0.232], [0.042, 0.001, 0.119], [-0.218, -0.088, -0.177], [0.058, 0.030, -0.079], [1.141, 0.192, 0.408], [0.065, 0.032, -0.049], [-0.040, 0.409, 0.154], [0.328, 0.104, 0.158], [0.058, -0.109, -0.568], [0.075, 0.061, -0.016], [0.036, 0.083, 0.159], [0.040, -0.010, -0.158], [-0.048, -0.108, -0.079], [0.027, 0.083, 0.069], [0.102, 0.002, -0.040], [-0.052, 0.005, 0.075], [-0.081, -0.055, 0.131], [-0.009, 0.002, -0.005], [-0.033, -0.061, -0.085], [-0.062, 0.019, 0.065], [0.067, 0.035, 0.022], [0.090, -0.036, -0.012], [-0.024, -0.088, 0.125], [-0.033, -0.078, 0.010], [0.031, -0.017, 0.063]]
}

(2)
{
  "formula": "C24H16BrClN5O6SW",
  "method": "ωB97M-V with the def2-TZVPD basis set",
  "charge": 3,
  "fmax_ha_per_bohr": 0.0225,
  "e_homo_ev": -17.624,
  "homo_lumo_gap_ev": 5.780,
  "relative_energy_ev": 0.000,
  "lumo_ev": -11.8,
  "species": ["W", "Br", "Cl", "S", "O", "O", "O", "O", "O", "O", "N", "N", "N", "N", "N", "C", "C", "C", "C", "C", "C", "C", "C", "C", "C", "C", "C", "C", "C", "C", "C", "C", "C", "C", "C", "C", "C", "C", "C", "H", "H", "H", "H", "H", "H", "H", "H", "H", "H", "H", "H", "H", "H", "H", "H"],
  "positions_angstrom": [[0.539370, 0.095751, 0.599989], [-2.237597, 5.395260, 3.852497], [4.783912, -0.982827, 1.192683], [-1.425464, -2.411551, 4.105576], [0.285785, 1.547818, -0.574676], [1.257128, -1.663508, 0.710630], [0.927015, 2.863939, -2.292361], [2.169464, -3.561544, -0.100565], [1.736770, -0.006032, 2.549212], [2.382633, 0.897160, 0.737878], [-0.304946, 1.690287, 1.844832], [-1.197136, -0.639658, -0.332882], [-2.614470, -2.326239, -0.581582], [1.499381, -0.397893, -1.305618], [-0.675523, -0.997498, 2.154360], [2.328459, 0.356580, -3.386997], [0.954414, 1.809244, -1.778401], [-1.468378, 3.922449, 3.045606], [-1.675114, 0.401750, -2.652298], [2.910875, -0.892886, -3.587793], [-0.100381, 3.884770, 2.779362], [-3.218582, -0.954923, -3.965913], [4.151508, 0.277831, 2.273281], [1.895437, -2.432526, -0.269424], [-1.635088, 1.744281, 2.087731], [-2.624077, -1.636178, -1.800130], [2.083728, -1.578335, -1.469201], [-2.069363, -2.779600, 2.569137], [0.432076, 2.774695, 2.174828], [2.718420, 0.408155, 1.901705], [-2.406303, 0.172880, -3.806545], [1.621154, 0.556658, -2.218696], [-0.528718, -1.138938, 3.450935], [-1.762868, -0.549405, -1.639521], [2.793014, -1.882388, -2.613189], [-1.554385, -1.929853, 1.646309], [-3.357981, -1.879367, -2.948480], [-2.243578, 2.823058, 2.676367], [-1.802210, -1.710568, 0.246651], [4.683506, 1.211512, 2.097157], [-1.140883, 1.329964, -2.554610], [3.470947, -1.089157, -4.493058], [1.481735, 2.752795, 1.925517], [0.117833, -0.524611, 4.056590], [-2.228055, 0.891909, 1.788936], [3.250284, -2.857591, -2.720778], [-2.366158, 0.906272, -4.600711], [-3.311223, 2.811714, 2.844400], [-2.773795, -3.586966, 2.435522], [4.255911, -0.043809, 3.305626], [-4.016233, -2.732992, -3.040574], [-3.186190, -3.131148, -0.358844], [2.422962, 1.160959, -4.104974], [0.541546, 4.717287, 3.030664], [-3.770568, -1.086969, -4.886160]],
  "forces_ev_per_a": [[-0.173, -0.748, 0.866], [0.000, 0.003, 0.001], [-0.020, -0.039, -0.026], [-0.092, 0.037, 0.011], [0.055, 0.363, -0.201], [0.043, -0.128, -0.115], [0.043, 0.039, -0.084], [0.061, -0.042, 0.005], [-0.243, 0.026, -0.265], [0.483, 0.160, -0.003], [-0.105, 0.164, 0.036], [-0.105, -0.003, -0.126], [-0.023, -0.026, -0.020], [-0.030, 0.036, -0.040], [-0.032, 0.023, -0.092], [0.008, -0.008, -0.013], [-0.106, -0.035, 0.166], [-0.016, 0.000, 0.002], [-0.004, -0.005, -0.011], [0.003, 0.002, -0.016], [0.018, 0.001, 0.004], [-0.002, -0.002, 0.001], [-0.067, 0.063, 0.206], [-0.148, 0.035, 0.021], [-0.024, -0.045, 0.004], [-0.010, -0.026, 0.025], [0.053, -0.020, 0.008], [0.049, -0.058, 0.014], [0.015, -0.003, -0.024], [0.180, 0.161, -0.285], [0.000, -0.002, -0.002], [0.023, 0.018, -0.027], [0.084, -0.067, 0.022], [0.023, 0.013, 0.000], [0.008, -0.003, -0.010], [-0.026, 0.025, -0.001], [-0.004, 0.006, -0.014], [-0.019, 0.019, 0.007], [0.016, 0.027, -0.002], [0.018, -0.020, -0.035], [0.001, 0.007, 0.009], [0.000, -0.002, 0.002], [0.025, 0.005, -0.001], [0.016, 0.023, -0.009], [0.006, 0.016, 0.001], [0.002, 0.003, 0.000], [-0.001, -0.002, 0.004], [0.000, 0.002, 0.000], [0.011, 0.001, 0.001], [0.007, 0.007, 0.006], [0.003, 0.002, 0.006], [-0.001, -0.005, -0.007], [0.000, 0.000, 0.000], [-0.002, 0.002, 0.001], [0.000, -0.002, 0.001]]
}

(3)
{
  "formula": "C24H17BaCl5N6S",
  "method": "ωB97M-V with the def2-TZVPD basis set",
  "fmax_ha_per_bohr": 0.0185,
  "e_homo_ev": -7.703,
  "homo_lumo_gap_ev": 7.443,
  "relative_energy_ev": 0.000,
  "lumo_ev": -0.3,
  "species": ["Ba", "Cl", "Cl", "Cl", "Cl", "Cl", "S", "N", "N", "N", "N", "N", "N", "C", "C", "C", "C", "C", "C", "C", "C", "C", "C", "C", "C", "C", "C", "C", "C", "C", "C", "C", "C", "C", "C", "C", "C", "H", "H", "H", "H", "H", "H", "H", "H", "H", "H", "H", "H", "H", "H", "H", "H", "H"],
  "positions_angstrom": [[0.253141, -0.916118, 0.257995], [-1.773472, -3.309528, -1.927218], [-1.954971, -6.470106, -1.991439], [-0.163530, -8.153143, -0.066094], [1.785378, -6.720504, 1.908984], [1.938795, -3.565148, 1.938342], [2.856998, 0.530173, 0.121615], [3.237770, 2.585970, -1.447506], [-0.111307, 0.460338, 7.077129], [-0.058448, -0.057535, 2.941055], [-2.245123, 0.052488, 0.104186], [0.045552, 1.630232, -0.487042], [1.056581, 2.307121, -1.074228], [1.046397, -0.175932, 5.065296], [-3.424047, 2.106492, 0.368149], [-4.441050, 0.049071, 1.035687], [-0.891116, 4.567459, -1.047634], [-1.220722, 0.568439, 4.942456], [-0.757634, -4.298946, -0.858576], [-1.146273, 0.380404, 3.580175], [-2.408469, 3.300945, -2.414717], [0.806853, -5.795349, 0.835159], [-1.477661, 3.349395, -1.381496], [-3.285539, -0.593608, 0.624925], [-4.499484, 1.430194, 0.911794], [-0.097018, 0.284300, 5.730262], [2.278521, 1.854762, -0.830341], [-0.871374, -5.682008, -0.909677], [0.846584, -4.407218, 0.809833], [-2.169199, 5.663339, -2.765036], [-0.068704, -6.433797, -0.046835], [-2.297230, 1.385114, -0.037363], [-1.143860, 2.108601, -0.639334], [-1.242870, 5.718635, -1.731838], [1.010939, -0.325410, 3.697508], [-2.747785, 4.451926, -3.109411], [0.089590, -3.619495, -0.018339], [-5.378041, 1.974502, 1.232893], [-2.136465, 0.930660, 5.391226], [-2.867136, 2.355597, -2.680757], [-5.266531, -0.519545, 1.439673], [1.950339, -0.410622, 5.611632], [-2.011614, 0.598199, 2.961174], [-2.436558, 6.564340, -3.301892], [0.675306, 0.190040, 7.636656], [2.948920, 3.289921, -2.105138], [1.897692, -0.665723, 3.172579], [-3.189333, -1.672641, 0.698420], [-0.786694, 6.662613, -1.462342], [4.184341, 2.256494, -1.433579], [-3.464668, 4.400676, -3.918785], [-0.151727, 4.601720, -0.258526], [-3.444599, 3.180146, 0.250719], [-0.953945, 0.726871, 7.550120]],
  "forces_ev_per_a": [[0.474, -0.717, 0.410], [-0.004, -0.078, 0.017], [-0.047, -0.013, -0.039], [-0.004, -0.039, -0.002], [0.034, -0.010, 0.030], [-0.035, -0.050, -0.044], [0.083, 0.219, 0.002], [-0.040, 0.017, -0.004], [0.001, 0.047, 0.069], [-0.074, -0.135, -0.026], [-0.095, 0.337, -0.085], [-0.167, 0.406, -0.175], [-0.093, 0.160, -0.016], [-0.023, 0.010, 0.011], [0.010, -0.074, -0.007], [0.020, -0.082, 0.032], [0.012, -0.029, -0.005], [0.037, -0.006, -0.008], [-0.065, 0.075, -0.043], [-0.056, 0.051, 0.029], [0.006, 0.014, 0.003], [-0.084, -0.031, -0.086], [0.159, 0.144, -0.026], [-0.171, 0.056, 0.015], [0.022, -0.039, -0.008], [0.001, -0.028, -0.119], [0.134, 0.038, -0.098], [0.092, -0.028, 0.062], [0.063, 0.012, 0.107], [0.011, 0.053, -0.003], [0.002, -0.005, 0.011], [-0.106, 0.123, 0.059], [-0.052, -0.018, -0.018], [0.003, 0.047, -0.001], [0.061, 0.074, 0.035], [-0.030, -0.013, -0.030], [-0.060, -0.454, -0.071], [-0.006, -0.001, 0.000], [-0.001, 0.002, 0.006], [0.003, -0.008, 0.006], [0.002, -0.002, 0.001], [0.001, 0.002, 0.006], [0.004, -0.004, 0.009], [0.000, 0.000, -0.002], [-0.004, -0.013, -0.002], [0.008, 0.006, 0.000], [-0.002, -0.009, 0.008], [-0.004, 0.005, 0.000], [-0.006, 0.004, -0.008], [-0.005, -0.005, 0.006], [0.003, 0.005, 0.002], [-0.020, -0.003, -0.010], [0.004, 0.002, 0.004], [0.002, -0.016, -0.002]]
}

(4)
{
  "formula": "C24H17N8Pd",
  "method": "ωB97M-V with the def2-TZVPD basis set",
  "charge": 1,
  "fmax_ha_per_bohr": 0.0128,
  "e_homo_ev": -9.732,
  "homo_lumo_gap_ev": 6.484,
  "lumo_ev": -3.2,
  "species": ["Pd", "N", "N", "N", "N", "N", "N", "N", "N", "C", "C", "C", "C", "C", "C", "C", "C", "C", "C", "C", "C", "C", "C", "C", "C", "C", "C", "C", "C", "C", "C", "C", "C", "H", "H", "H", "H", "H", "H", "H", "H", "H", "H", "H", "H", "H", "H", "H", "H", "H"],
  "positions_angstrom": [[-0.028176, -0.254298, 0.259757], [3.114855, -3.797505, -1.055850], [1.169118, 0.525597, -2.086943], [2.710300, -0.358315, -3.471037], [1.240309, 0.768959, 1.446014], [2.289779, 0.835109, -3.918178], [-1.375756, 0.803108, 1.225111], [-1.660644, -1.030940, -0.632009], [1.367097, -1.738873, -0.401861], [-2.818452, -0.487762, -0.128931], [-0.862693, 1.635869, 2.200385], [0.547602, 3.266943, 4.078852], [2.680503, 2.342887, 3.197521], [-0.811243, 3.275183, 3.999759], [1.372372, 1.354414, -3.088380], [-3.857378, 1.025038, 1.401169], [0.567762, 1.614132, 2.295709], [-1.520250, 2.477555, 3.072906], [-4.089001, -1.858441, -1.650440], [-5.243922, -0.328947, -0.066968], [3.321448, 1.509772, 2.328475], [2.121409, -1.682731, -1.502228], [1.269805, 2.420175, 3.206692], [2.551999, 0.724080, 1.457522], [2.006714, -0.497621, -2.368816], [-5.116564, 0.600537, 0.919163], [2.994021, -2.720631, -1.819961], [-4.070821, -0.895017, -0.617126], [-2.922857, -2.364615, -2.144232], [1.486986, -2.822710, 0.369507], [-2.683827, 0.504830, 0.896882], [-1.710442, -1.920059, -1.596227], [2.360810, -3.844961, 0.036475], [-0.763832, -2.307094, -1.950488], [-1.380969, 3.915268, 4.661020], [2.665766, 1.215173, -4.771831], [-6.003572, 1.042592, 1.354346], [-3.852891, 1.773540, 2.170298], [3.598386, -2.659056, -2.715745], [0.873785, -2.861953, 1.258616], [-2.590341, 2.559925, 3.071776], [3.243866, 2.956712, 3.889985], [-5.043220, -2.186671, -2.044663], [2.450072, -4.718978, 0.668865], [-6.213126, -0.637977, -0.433982], [4.398934, 1.437382, 2.299884], [1.078790, 3.889337, 4.785944], [0.893388, 2.307272, -3.245581], [-2.911842, -3.098195, -2.937202], [3.021551, 0.040303, 0.762292]],
  "forces_ev_per_a": [[-0.260, -0.229, 0.561], [0.017, 0.115, -0.124], [-0.059, 0.306, -0.182], [-0.017, 0.114, -0.073], [-0.066, 0.106, 0.035], [0.009, -0.031, 0.014], [0.097, 0.008, -0.140], [-0.092, 0.089, 0.016], [0.021, 0.107, -0.122], [0.171, -0.021, -0.034], [0.021, -0.086, -0.123], [0.066, -0.032, -0.029], [-0.025, 0.063, 0.073], [-0.134, -0.039, -0.049], [0.032, -0.046, -0.004], [-0.177, 0.024, 0.018], [0.027, -0.111, -0.135], [-0.021, 0.123, 0.131], [-0.102, 0.021, 0.027], [0.038, -0.053, -0.049], [0.010, -0.081, -0.078], [0.053, 0.181, -0.231], [0.059, 0.039, 0.038], [0.101, 0.003, 0.056], [0.022, -0.325, 0.249], [0.069, 0.092, 0.098], [0.036, -0.162, 0.091], [-0.053, -0.031, -0.045], [0.115, -0.019, -0.009], [0.012, -0.049, 0.027], [0.146, -0.008, -0.034], [-0.048, -0.091, -0.048], [-0.063, 0.018, 0.072], [-0.008, 0.005, -0.017], [-0.013, -0.011, -0.020], [0.002, 0.006, -0.008], [0.023, 0.011, 0.006], [-0.044, -0.010, -0.012], [0.002, -0.011, 0.007], [-0.004, -0.013, 0.017], [0.018, 0.029, 0.032], [-0.015, -0.002, -0.008], [0.008, 0.013, 0.009], [-0.004, 0.007, -0.001], [0.010, -0.006, -0.001], [-0.006, -0.007, -0.002], [0.005, -0.009, -0.005], [0.009, -0.017, 0.002], [0.006, 0.001, 0.007], [0.010, 0.016, -0.004]]
}

- Which formula does entry 1 have?
  C24H16BiN3O5